95
Properties=species:S:1:pos:R:3:forces:R:3 method="wB97M-V/def2-TZVPD" smiles=CCCB(I)CCCCCCCCCCOC.CCCC#N.CCCC#N.CCCC#N.CCCC#N e_tot_ha=-1794.67181 e_lumo_ev=0.57 homo_ha=-0.33408 multiplicity=1
C 3.88129 -1.64622 2.04576 0.0 0.1 0.0
C 3.44380 -0.94562 0.75914 -0.1 0.0 0.1
C 2.78381 0.43861 1.02846 0.0 -0.1 0.1
B 1.25251 0.44022 0.71962 0.1 0.1 0.0
I -0.06668 0.78199 2.38318 -0.2 0.0 0.1
C 0.68242 0.21222 -0.70444 -0.2 -0.2 -0.2
C -0.80674 -0.06099 -0.93224 0.0 -0.1 0.1
C -1.11066 -0.50232 -2.37665 0.3 0.0 0.0
C -1.47066 -1.99080 -2.54304 -0.1 0.0 -0.1
C -0.76276 -2.67938 -3.73084 -0.3 0.1 0.1
C 0.31601 -3.65286 -3.26407 0.0 0.0 0.0
C 1.19666 -4.29139 -4.35545 -0.2 -0.1 0.0
C 1.38560 -3.44633 -5.61493 0.0 -0.1 -0.1
C 2.51760 -3.89992 -6.55279 0.0 0.0 0.1
C 3.79505 -4.35160 -5.87355 0.0 -0.1 -0.1
O 4.28115 -3.30121 -5.06226 0.0 0.2 0.0
C 5.66991 -3.34455 -4.85965 0.1 -0.1 0.1
H 4.56173 -2.47069 1.83199 -0.1 -0.1 0.0
H 4.39546 -0.95195 2.71324 0.0 0.0 0.0
H 3.02010 -2.04560 2.58308 0.0 0.0 0.1
H 4.30270 -0.82985 0.09800 0.0 0.0 0.0
H 2.73896 -1.60327 0.24502 0.1 0.0 -0.1
H 3.24464 1.20095 0.38978 0.0 0.0 0.0
H 2.98086 0.72909 2.06158 0.1 0.1 -0.1
H 0.98805 1.07758 -1.31263 0.1 0.0 0.0
H 1.24821 -0.62767 -1.13621 0.1 0.1 0.0
H -1.12408 -0.84733 -0.24339 -0.1 0.1 0.0
H -1.39108 0.82330 -0.66690 0.0 0.0 0.0
H -0.21902 -0.30701 -2.98278 -0.1 0.1 0.0
H -1.89656 0.13223 -2.79023 0.0 -0.1 0.0
H -2.55125 -2.09104 -2.64964 0.0 0.0 0.1
H -1.22400 -2.51774 -1.61550 0.0 0.0 0.0
H -1.50592 -3.20797 -4.33654 0.1 -0.1 0.0
H -0.34668 -1.90512 -4.37501 0.0 -0.1 -0.1
H -0.18947 -4.45184 -2.71202 0.1 0.0 0.1
H 0.95062 -3.14392 -2.52904 0.0 0.1 -0.1
H 2.16581 -4.53051 -3.91492 0.0 0.0 0.0
H 0.74860 -5.25133 -4.63697 0.1 0.0 -0.1
H 1.53150 -2.39555 -5.36184 0.1 0.0 0.1
H 0.45607 -3.48097 -6.18970 0.0 0.2 0.0
H 2.78040 -3.05434 -7.19319 -0.1 -0.1 -0.1
H 2.17914 -4.71071 -7.20549 0.0 0.0 0.1
H 3.63307 -5.24796 -5.26036 0.0 0.0 0.0
H 4.53949 -4.62357 -6.63478 0.0 0.1 0.0
H 6.00058 -4.33240 -4.51513 0.0 0.0 0.0
H 5.91443 -2.61138 -4.09266 0.0 0.0 0.0
H 6.21521 -3.09507 -5.77820 0.0 0.0 0.0
C -2.11147 0.88005 5.76126 0.0 0.0 0.0
C -1.61095 2.27546 6.10885 0.0 0.0 0.0
C -0.45323 2.25620 7.11177 -0.2 -0.1 0.0
C -0.84379 1.64675 8.38351 0.0 0.1 -0.1
N -1.16840 1.17622 9.37769 -0.1 -0.1 0.2
H -2.51150 0.36769 6.63761 0.0 0.0 0.0
H -2.90545 0.93042 5.01441 0.0 0.0 0.0
H -1.30475 0.26951 5.35068 0.0 0.0 0.0
H -2.42952 2.87494 6.51287 0.0 0.0 0.0
H -1.25718 2.77931 5.20743 0.0 0.0 0.0
H -0.10364 3.26822 7.31431 0.0 -0.1 0.0
H 0.39047 1.69847 6.70352 0.0 0.1 0.0
C -4.43175 0.18238 -4.95157 0.0 0.0 0.0
C -4.15157 1.10023 -6.13502 0.0 0.0 0.1
C -3.37211 0.39657 -7.25278 -0.1 0.0 0.0
C -2.06755 -0.07249 -6.78952 -0.1 0.1 -0.1
N -1.04225 -0.41463 -6.40720 0.2 -0.1 0.0
H -3.50602 -0.16258 -4.48920 0.0 0.0 0.0
H -5.01018 0.70053 -4.18713 0.0 0.0 0.0
H -4.99947 -0.69696 -5.26223 0.0 0.0 0.0
H -3.58862 1.97538 -5.80533 0.0 0.0 0.0
H -5.09031 1.46487 -6.55571 0.0 0.0 0.0
H -3.20714 1.06481 -8.09913 0.0 0.0 0.0
H -3.93299 -0.46663 -7.61734 0.0 0.0 0.0
C 2.24489 6.08862 8.59652 0.0 0.0 0.0
C 3.47335 5.19201 8.51859 -0.1 0.0 0.0
C 3.87975 4.86344 7.07667 0.0 0.0 0.1
C 2.82137 4.15215 6.36227 0.1 0.0 0.1
N 1.98080 3.57806 5.83484 -0.1 0.0 -0.2
H 1.37240 5.60285 8.15700 0.0 0.0 0.0
H 2.00535 6.32453 9.63279 0.0 0.0 0.0
H 2.40898 7.02899 8.06692 0.0 0.0 0.0
H 3.28993 4.26086 9.05755 0.0 0.0 0.0
H 4.32086 5.67855 9.00367 0.0 0.0 0.0
H 4.77321 4.23785 7.05791 0.0 0.0 0.0
H 4.10547 5.77801 6.52437 0.0 0.0 0.0
C -4.21165 2.15255 1.57347 0.0 0.0 0.0
C -5.41804 1.23630 1.73493 0.1 0.1 0.0
C -5.04039 -0.24897 1.68227 0.0 0.1 0.1
C -4.43851 -0.60732 0.40054 -0.1 0.0 0.2
N -3.98551 -0.86485 -0.61934 0.1 0.0 -0.3
H -3.73031 2.00983 0.60475 0.0 0.0 0.0
H -4.50606 3.19920 1.64921 0.0 0.0 0.0
H -3.46758 1.95276 2.34730 0.0 0.0 0.0
H -6.15583 1.44391 0.95757 0.0 0.0 0.0
H -5.90452 1.42687 2.69315 0.0 0.0 0.0
H -5.91896 -0.87941 1.82709 0.0 0.0 0.0
H -4.32550 -0.48973 2.47237 0.0 0.0 0.0